[1]
C23H49CeN2OP3Se | ωB97M-V/def2-TZVPD

Cartesian coordinates (Å):
Ce 1.057 0.041 -0.325
P -1.120 -0.646 1.557
P 1.612 -2.831 -0.841
P -1.393 -0.708 -1.746
H -0.566 4.605 -0.791
C -1.509 4.092 -1.041
C -2.343 3.704 -0.076
H -2.082 3.824 0.973
C -0.653 -0.032 3.212
C -1.387 -2.424 1.931
C -2.837 0.016 1.552
C 2.632 -2.857 -2.348
C 2.819 -3.388 0.431
C 0.512 -4.273 -1.017
C -2.640 0.593 -2.093
C -2.534 -2.111 -1.443
C -0.866 -1.093 -3.455
H -1.690 3.881 -2.104
H -3.365 3.360 -0.301
H -0.618 1.062 3.223
H 0.324 -0.412 3.528
H -1.418 -0.373 3.918
H -0.418 -2.942 1.969
H -2.005 -2.908 1.165
H -1.882 -2.498 2.908
H -2.800 1.102 1.394
H -3.271 -0.202 2.539
H -3.466 -0.429 0.771
H 3.243 -3.774 -2.405
H 3.298 -1.983 -2.343
H 1.988 -2.799 -3.226
H 3.198 -4.407 0.226
H 2.319 -3.374 1.411
H 3.669 -2.684 0.460
H 1.071 -5.222 -1.013
H -0.045 -4.194 -1.962
H -0.192 -4.282 -0.173
H -3.072 0.376 -3.080
H -2.187 1.595 -2.092
H -3.433 0.570 -1.336
H -3.106 -2.266 -2.368
H -3.230 -1.883 -0.630
H -1.981 -3.025 -1.202
H -1.772 -1.157 -4.068
H -0.329 -2.048 -3.499
H -0.203 -0.302 -3.831
C 2.055 2.272 -3.981
C 1.601 3.555 -3.663
C 1.705 4.573 -4.614
C 2.233 4.288 -5.888
C 2.712 3.004 -6.194
C 2.610 1.996 -5.244
Se 1.990 0.803 -2.661
H 1.718 1.712 -1.291
H 1.182 3.756 -2.672
H 1.388 5.587 -4.361
H 2.273 5.066 -6.645
H 3.175 2.780 -7.155
H 2.959 0.986 -5.446
C 1.253 3.734 2.153
N 2.082 2.863 2.971
C 2.713 3.447 4.148
C 3.127 2.351 5.084
C 4.006 1.381 4.369
N 3.318 0.904 3.177
C 3.796 -0.325 2.569
C 2.440 1.658 2.488
O 1.900 1.199 1.401
H 1.219 4.710 2.647
H 0.230 3.342 2.059
H 1.685 3.850 1.140
H 3.574 4.072 3.849
H 1.985 4.109 4.623
H 2.241 1.840 5.469
H 3.660 2.778 5.933
H 4.233 0.519 4.989
H 4.961 1.845 4.082
H 4.239 -0.152 1.577
H 4.560 -0.739 3.236
H 2.990 -1.070 2.480

Forces on atoms 1 to 3 (eV/Å):
-1.124 -1.565 3.805
-1.198 -0.153 1.201
1.018 -1.124 -0.081

Its frontier orbital gap (alpha / beta) is 5.068 / 5.032 eV. The LUMO energy (alpha / beta) is -14.50 / -14.54 eV. The value obtained for the largest force on an atom is 4.27 eV/A. As for the multiplicity: 1. As for the net charge: +4.

Results of the Löwdin charge analysis, in e, for atoms 1 through 2: atom 1 (Ce): 0.58, atom 2 (P): 0.77

=====

[2]
C5H10 | ωB97M-V/def2-TZVPD

Cartesian coordinates (Å):
C -1.390 -0.672 0.671
C -0.063 0.140 0.465
C 0.826 -0.811 -0.446
C 1.517 -1.925 0.078
C 0.480 -0.767 -1.776
H -2.399 -0.273 0.607
H -1.067 -1.074 -0.372
H -1.229 -1.475 1.499
H -0.155 1.102 0.240
H -0.515 5.827 1.893
H 2.044 -2.393 -0.783
H 1.848 -1.936 1.099
H -0.893 5.386 1.427
H 0.953 -1.316 -2.426
H 0.044 0.189 -2.176

Forces on atoms 1 to 3 (eV/Å):
3.472 -0.254 -0.422
-0.417 -5.970 0.182
-1.444 -0.592 3.438

Its frontier orbital gap is 5.204 eV. The LUMO energy is -1.55 eV. The value obtained for the largest force on an atom is 5.99 eV/A. As for the multiplicity: 1. The relative energy (zero: lowest compared OMol25 entry of this formula, charge and spin) is 193.8 kcal/mol.

Results of the Löwdin charge analysis, in e, for atoms 1 through 2: atom 1 (C): -0.06, atom 2 (C): -0.01

=====

[3]
C28H78N2O20 | ωB97M-V/def2-TZVPD

Cartesian coordinates (Å):
C 11.685 14.625 17.144
O 12.959 15.096 17.493
C 13.965 14.090 17.632
C 15.196 14.854 18.038
N 15.582 15.727 16.930
C 16.648 16.627 17.187
C 17.976 16.102 16.584
O 18.194 14.860 17.302
C 19.353 14.243 16.980
H 11.089 15.489 16.887
H 11.168 14.009 17.918
H 11.811 13.983 16.280
H 14.089 13.623 16.626
H 13.623 13.302 18.244
H 15.935 14.063 18.011
H 15.180 15.341 19.027
H 14.761 16.305 16.718
H 16.850 16.850 18.242
H 16.423 17.598 16.760
H 18.700 16.891 16.829
H 17.857 15.832 15.514
H 19.437 13.904 15.934
H 19.515 13.467 17.713
H 20.277 14.921 17.109
C 11.416 7.997 10.477
O 12.090 9.219 10.145
C 11.548 10.253 11.016
C 11.916 11.644 10.455
N 13.203 12.169 10.815
C 14.387 11.447 10.318
C 14.786 11.887 8.909
O 15.126 13.319 8.951
C 15.106 13.901 7.658
H 11.593 7.388 9.630
H 10.361 8.181 10.661
H 11.863 7.610 11.394
H 11.873 10.117 12.058
H 10.492 10.185 10.942
H 11.177 12.349 10.796
H 11.742 11.549 9.346
H 13.285 13.139 10.694
H 14.226 10.427 10.414
H 15.249 11.660 10.975
H 14.086 11.581 8.161
H 15.677 11.339 8.647
H 15.844 13.400 7.025
H 15.486 14.964 7.820
H 14.078 13.967 7.283
C 18.787 10.614 16.675
C 18.934 11.055 15.234
O 20.135 10.441 14.751
O 17.454 11.012 17.069
H 19.560 11.067 17.271
H 18.816 9.576 16.812
H 18.906 12.228 15.173
H 18.146 10.640 14.612
H 20.791 11.186 14.473
H 17.411 10.983 18.018
C 14.353 13.047 13.974
C 14.568 11.732 14.703
O 15.862 11.216 14.679
O 12.957 13.226 13.774
H 14.860 12.926 13.040
H 14.822 13.858 14.546
H 13.987 10.993 14.086
H 14.148 11.628 15.751
H 16.172 11.169 15.577
H 12.814 13.049 12.772
C 14.782 17.228 11.740
C 14.770 15.718 11.599
O 13.663 15.337 10.765
O 14.838 17.822 10.409
H 15.688 17.485 12.272
H 13.979 17.591 12.326
H 14.567 15.364 12.617
H 15.710 15.281 11.216
H 14.187 14.881 10.039
H 14.057 17.518 9.884
C 22.808 14.978 14.161
C 22.618 13.593 13.623
O 21.345 13.022 13.820
O 22.779 15.087 15.553
H 22.032 15.588 13.580
H 23.775 15.378 13.808
H 23.346 12.899 14.080
H 22.789 13.648 12.516
H 20.656 13.690 13.589
H 22.057 14.471 15.821
C 21.135 15.323 10.454
C 22.450 15.280 9.635
O 22.972 16.581 9.542
O 20.030 15.900 9.768
H 21.267 15.722 11.531
H 20.959 14.330 10.753
H 22.223 14.842 8.649
H 23.143 14.664 10.283
H 22.716 16.981 8.728
H 20.265 16.764 9.438
C 17.722 17.701 8.472
C 18.828 18.363 7.688
O 20.085 18.266 8.304
O 17.575 18.406 9.798
H 17.994 16.696 8.797
H 16.783 17.715 7.882
H 18.526 19.393 7.673
H 18.817 17.924 6.650
H 19.990 18.806 9.129
H 16.606 18.216 10.082
C 18.120 13.535 11.074
C 18.151 13.742 12.630
O 19.156 14.633 13.101
O 17.616 14.596 10.312
H 17.477 12.691 10.824
H 19.110 13.260 10.649
H 18.383 12.739 13.025
H 17.154 14.116 12.871
H 18.819 15.516 12.808
H 18.389 15.093 10.095
C 20.269 18.045 12.057
C 19.906 19.549 11.901
O 19.627 20.045 10.594
O 19.109 17.164 12.049
H 20.659 17.961 13.104
H 20.982 17.711 11.308
H 20.807 20.093 12.227
H 19.084 19.847 12.588
H 18.761 19.643 10.329
H 18.601 17.216 11.217

Forces on atoms 1 to 3 (eV/Å):
0.172 -0.733 -0.039
-0.245 0.131 0.752
-0.850 1.790 -1.807

As for the structure (SMILES): COCCNCCOC.COCCNCCOC.OCCO.OCCO.OCCO.OCCO.OCCO.OCCO.OCCO.OCCO. Its frontier orbital gap is 9.103 eV. The LUMO energy is 0.38 eV. The value obtained for the largest force on an atom is 3.16 eV/A. As for the multiplicity: 1. The relative energy (zero: lowest compared OMol25 entry of this formula, charge and spin) is 22.7 kcal/mol.

Results of the Löwdin charge analysis, in e, for atoms 1 through 2: atom 1 (C): -0.11, atom 2 (O): -0.21

=====

[4]
C21H34AlBeF8LiN5O14S3V | ωB97M-V/def2-TZVPD

Cartesian coordinates (Å):
O -1.929 -5.674 8.375
S -1.514 -6.300 6.994
O 0.042 -6.466 7.038
N -1.973 -5.272 5.647
S -3.454 -5.823 4.899
O -3.354 -7.373 4.671
O -4.701 -5.595 5.817
C -3.761 -5.076 3.193
C -2.721 -5.794 2.149
C -2.042 -4.607 1.244
C -2.361 -4.752 -0.390
C -1.198 -3.832 -1.134
C -1.619 -3.306 -2.630
C -0.249 -2.608 -3.274
S -0.748 -1.351 -4.594
C -0.833 0.351 -3.748
N -0.424 1.713 -4.308
N -0.580 2.767 -3.389
C -1.131 2.016 -2.174
O -1.302 0.569 -2.370
H -2.070 -7.598 6.943
H -4.860 -5.208 2.810
H -3.575 -3.906 3.300
H -1.844 -6.272 2.798
H -3.181 -6.645 1.491
H -2.339 -3.516 1.547
H -0.859 -4.709 1.347
H -3.454 -4.446 -0.673
H -2.181 -5.890 -0.700
H -0.213 -4.459 -1.215
H -1.087 -2.861 -0.450
H -1.963 -4.166 -3.346
H -2.480 -2.515 -2.593
H 0.413 -3.486 -3.674
H 0.321 -2.131 -2.357
H -1.388 2.624 -1.208
Li -6.198 -4.582 2.911
C 0.433 3.033 1.070
O -0.044 3.433 0.020
N -0.226 3.104 2.242
N 1.659 2.486 1.151
H 0.151 2.780 3.117
H -1.152 3.509 2.225
H 2.188 2.414 0.291
H 2.069 2.151 2.006
O -3.452 -7.580 -5.779
V -2.236 -6.313 -5.833
O -1.019 -5.047 -5.888
C 4.802 7.052 -3.343
C 4.184 5.717 -3.723
O 4.551 4.694 -2.784
C 3.901 4.726 -1.579
O 3.050 5.564 -1.281
C 4.351 3.574 -0.684
F 5.708 3.464 -0.610
F 3.895 2.369 -1.131
F 3.911 3.694 0.601
H 5.888 6.957 -3.246
H 4.575 7.812 -4.094
H 4.429 7.404 -2.376
H 4.569 5.405 -4.700
H 3.093 5.784 -3.814
F -6.704 -3.257 6.476
Al -6.211 -3.102 8.201
F -4.428 -2.866 8.297
F -6.667 -4.599 9.092
F -7.044 -1.687 8.939
F -1.381 -7.805 4.221
C 0.201 -2.412 -8.563
O -1.157 -2.187 -8.231
H 0.321 -2.322 -9.645
H 0.827 -1.668 -8.065
H 0.491 -3.418 -8.250
H -1.233 -2.274 -7.265
C 3.384 8.783 1.760
C 3.968 8.270 0.673
C 5.294 8.737 0.223
O 5.828 8.270 -0.774
C 5.949 9.792 1.021
C 5.365 10.305 2.108
C 4.039 9.838 2.558
O 3.505 10.305 3.554
H 2.411 8.452 2.103
H 3.500 7.495 0.077
H 6.922 10.123 0.678
H 5.833 11.080 2.704
Be 1.046 -5.113 -0.447
O -5.321 -5.029 -0.806
H -5.206 -5.711 -1.442

Forces on atoms 1 to 3 (eV/Å):
0.451 -2.068 -5.895
4.699 1.461 6.534
-5.697 0.447 -1.564

Its frontier orbital gap is 2.179 eV. The LUMO energy is -6.89 eV. The value obtained for the largest force on an atom is 9.11 eV/A. As for the multiplicity: 1.

Results of the Löwdin charge analysis, in e, for atoms 1 through 2: atom 1 (O): -0.32, atom 2 (S): 0.76

=====

[5]
C10H13ClO | ωB97M-V/def2-TZVPD

Cartesian coordinates (Å):
C 0.622 1.057 -0.610
C -0.123 0.846 0.352
C 1.237 1.190 -1.770
C 0.705 1.686 -3.025
C -0.674 1.081 1.681
C -0.438 -0.148 2.591
C -1.347 -1.311 2.239
C -1.003 -2.060 0.937
C -1.364 -1.234 -0.301
C 1.799 2.034 -4.092
O -0.484 1.860 -3.206
Cl -2.789 -0.409 -0.420
H 2.157 0.610 -1.757
H -0.188 1.963 2.185
H -1.785 1.171 1.672
H 0.619 -0.307 2.516
H -0.859 0.111 3.616
H -1.522 -2.110 2.942
H -2.388 -0.759 2.013
H -0.046 -2.413 0.793
H -1.829 -2.747 0.990
H -0.969 -1.499 -1.266
H 2.770 1.772 -3.902
H 1.584 1.728 -5.142
H 1.822 3.064 -4.415

Forces on atoms 1 to 3 (eV/Å):
-1.402 0.211 0.107
-0.560 -0.588 0.426
1.612 -1.156 -0.314

Its frontier orbital gap (alpha / beta) is 6.603 / 7.959 eV. The LUMO energy (alpha / beta) is -0.98 / 0.03 eV. The value obtained for the largest force on an atom is 4.81 eV/A. As for the multiplicity: 1. The relative energy (zero: lowest compared OMol25 entry of this formula, charge and spin) is 109.2 kcal/mol.

Results of the Löwdin charge analysis, in e, for atoms 1 through 2: atom 1 (C): -0.04, atom 2 (C): -0.04

=====

[6]
C9H15AlCl2LaO6P | ωB97M-V/def2-TZVPD

Cartesian coordinates (Å):
Al -0.085 2.084 -4.883
La 1.073 -0.120 -1.304
Cl 1.508 2.594 -3.542
Cl -1.116 -0.168 -2.780
C 0.012 0.366 0.682
C 0.662 3.094 -6.635
C -1.930 3.223 -5.585
O -0.515 0.232 1.708
O 0.976 3.918 -7.389
O -2.590 3.939 -6.205
C 3.516 0.279 1.140
C 4.205 -0.809 0.366
O 2.947 -1.655 -0.260
P 1.972 -2.762 0.559
O 1.604 -1.867 1.928
C 0.645 -2.325 2.958
C 1.475 -3.128 3.898
O 0.460 -2.479 -0.275
C -0.627 -3.594 0.072
C -1.116 -3.939 -1.292
H 2.864 0.924 0.512
H 4.219 0.967 1.630
H 2.898 -0.189 1.918
H 4.790 -0.468 -0.502
H 4.739 -1.533 0.970
H 0.235 -1.436 3.466
H -0.119 -2.926 2.432
H 2.342 -2.600 4.267
H 0.893 -3.338 4.772
H 1.773 -4.083 3.473
H -0.147 -4.483 0.531
H -1.417 -3.113 0.665
H -0.358 -4.555 -1.787
H -2.006 -4.569 -1.223
H -1.309 -3.025 -1.866

Forces on atoms 1 to 3 (eV/Å):
-0.053 0.890 0.742
3.230 -3.054 -2.354
-1.218 -0.597 -0.771

Its frontier orbital gap is 3.403 eV. The LUMO energy is -17.25 eV. The value obtained for the largest force on an atom is 10.69 eV/A. As for the multiplicity: 1. As for the net charge: +4. The relative energy (zero: lowest compared OMol25 entry of this formula, charge and spin) is 7.8 kcal/mol.

Results of the Löwdin charge analysis, in e, for atoms 1 through 2: atom 1 (Al): 0.47, atom 2 (La): 1.80